Record 1
The following is a quantum chemistry calculation of a molecular structure, C10H17HgN3S3, from the Open Molecules 2025 dataset.

Geometry (Å):
Hg1 0.286 -0.658 -0.517
C1 3.745 -1.482 1.903
C2 4.160 -0.190 1.183
S1 2.928 0.561 0.082
C3 2.183 1.891 1.060
C4 1.712 1.520 2.458
S2 0.331 0.349 2.416
C5 0.600 -0.668 3.893
C6 1.610 -1.798 3.758
S3 3.351 -1.303 3.668
H1 4.572 -2.189 1.851
H2 2.890 -1.935 1.405
H3 4.994 -0.400 0.515
H4 4.485 0.579 1.885
H5 1.353 2.234 0.437
H6 2.901 2.707 1.128
H7 1.392 2.425 2.976
H8 2.517 1.065 3.031
H9 -0.381 -1.091 4.114
H10 0.861 0.008 4.708
H11 1.386 -2.414 2.886
H12 1.530 -2.436 4.639
N1 -4.698 2.239 -0.062
C7 -4.055 1.056 0.044
C8 -2.649 0.971 -0.032
N2 -2.039 -0.190 0.099
C9 -2.776 -1.292 0.295
C10 -4.153 -1.191 0.349
N3 -4.796 -0.036 0.226
H13 -4.210 3.099 -0.230
H14 -5.702 2.244 -0.028
H15 -2.040 1.853 -0.190
H16 -2.266 -2.238 0.414
H17 -4.763 -2.076 0.490

Atoms 1-2, force components in eV/Å:
0.269 0.107 0.388
-0.016 0.087 0.014

## Properties
Charge: +1
HOMO (spin up / spin down) (eV): -11.37 / -11.60
Multiplicity: 2
LUMO (spin up / spin down) (eV): -3.00 / -5.59

Mulliken population analysis, charges in e, atoms 1 to 8:
1 Hg 0.53
2 C -0.55
3 C -0.70
4 S -0.09
5 C -0.83
6 C -0.53
7 S 0.07
8 C -0.80

Record 2
The following is a quantum chemistry calculation of a molecular structure, C33H11F15GeNO4PdS3 at a distorted geometry, from the Open Molecules 2025 dataset.

Geometry (Å):
Pd1 -1.238 -0.135 0.415
C1 3.052 0.770 -0.109
C2 1.897 -0.187 -0.230
O1 1.064 -0.210 0.662
C3 1.795 -1.074 -1.438
C4 2.868 -1.176 -2.299
C5 2.824 -2.004 -3.424
C6 1.675 -2.728 -3.720
C7 0.595 -2.658 -2.871
C8 0.640 -1.855 -1.718
O2 -0.434 -1.880 -0.916
H1 2.822 1.481 0.679
H2 3.223 1.302 -1.046
H3 3.968 0.235 0.158
H4 3.769 -0.615 -2.097
H5 3.689 -2.074 -4.071
H6 1.632 -3.346 -4.608
H7 -0.315 -3.221 -3.053
O3 -1.688 0.261 2.764
S1 -2.245 -1.065 2.981
O4 -3.620 -1.159 3.322
N1 -1.856 -1.848 1.544
C9 -0.922 -2.732 1.703
S2 -0.154 -3.310 0.297
C10 -0.606 -3.041 3.123
C11 0.127 -4.089 3.643
C12 0.195 -4.212 5.026
C13 -0.453 -3.305 5.860
C14 -1.200 -2.252 5.341
C15 -1.252 -2.137 3.971
H8 0.611 -4.810 2.993
H9 0.744 -5.037 5.463
H10 -0.385 -3.425 6.934
H11 -1.726 -1.560 5.987
F1 -4.787 4.191 -2.367
C16 -4.269 3.104 -2.960
C17 -3.274 2.387 -2.315
C18 -2.809 1.265 -2.969
F2 -1.869 0.475 -2.422
C19 -3.282 0.877 -4.205
F3 -2.806 -0.218 -4.803
C20 -4.255 1.631 -4.822
F4 -4.714 1.273 -6.012
C21 -4.759 2.755 -4.197
F5 -5.704 3.474 -4.792
Ge1 -2.736 3.029 -0.529
S3 -0.857 2.130 0.209
C22 -2.249 4.908 -0.557
C23 -1.954 5.629 -1.705
F6 -2.060 5.079 -2.919
C24 -1.527 6.939 -1.647
F7 -1.267 7.619 -2.759
C25 -1.354 7.543 -0.418
F8 -0.932 8.794 -0.352
C26 -1.598 6.842 0.746
F9 -1.396 7.423 1.925
C27 -2.032 5.540 0.660
F10 -2.215 4.863 1.801
C28 -4.387 2.631 0.436
C29 -5.227 3.568 1.019
F11 -4.935 4.869 0.985
C30 -6.417 3.202 1.614
F12 -7.202 4.112 2.180
C31 -6.807 1.878 1.602
F13 -7.954 1.524 2.159
C32 -6.009 0.921 1.009
F14 -6.401 -0.349 0.971
C33 -4.811 1.318 0.464
F15 -4.016 0.354 -0.050

Atoms 1-2, force components in eV/Å:
-0.646 2.283 0.164
-0.025 -0.082 -0.040

## Properties
Relative energy (zero: lowest compared OMol25 entry of this formula, charge and spin) (kcal per mole): 36.5
Charge: +1
HOMO (spin up / spin down) (eV): -11.59 / -11.59
LUMO (spin up / spin down) (eV): -5.55 / -5.58

Mulliken population analysis, charges in e, atoms 1 to 8:
1 Pd 1.69
2 C -1.81
3 C 0.99
4 O -0.53
5 C 0.43
6 C -0.90
7 C -0.72
8 C -0.60

Record 3
The following is a quantum chemistry calculation of a molecular structure, C28H29Cl2N4STi, from the Open Molecules 2025 dataset.

Geometry (Å):
Ti1 -0.250 0.708 -0.612
C1 -1.804 -1.828 1.660
C2 -1.385 -2.880 0.626
C3 -0.725 -2.335 -0.650
N1 0.260 -1.312 -0.360
C4 1.410 -1.600 0.207
C5 1.897 -2.928 0.279
C6 2.959 -3.498 0.938
C7 3.886 -2.913 1.793
C8 3.961 -1.564 2.073
C9 3.240 -0.490 1.568
C10 2.160 -0.391 0.668
N2 1.649 0.769 0.254
C11 2.479 1.977 0.357
C12 1.740 3.314 0.351
C13 0.727 3.478 -0.783
N3 -0.456 2.691 -0.476
C14 -1.387 3.117 0.420
C15 -1.401 4.489 0.893
C16 -2.130 5.109 1.854
C17 -3.171 4.596 2.678
C18 -3.718 3.338 2.565
C19 -3.402 2.273 1.726
C20 -2.340 2.108 0.780
N4 -2.126 0.910 0.159
C21 -3.150 -0.124 0.199
C22 -3.117 -1.091 1.394
H1 -0.998 -1.103 1.791
H2 -1.905 -2.334 2.624
H3 -2.252 -3.486 0.339
H4 -0.675 -3.559 1.106
H5 -1.479 -1.877 -1.294
H6 -0.314 -3.162 -1.237
H7 1.318 -3.626 -0.312
H8 3.070 -4.566 0.776
H9 4.610 -3.563 2.268
H10 4.729 -1.280 2.787
H11 3.578 0.457 1.958
H12 3.161 1.949 -0.500
H13 3.095 1.979 1.255
H14 2.511 4.087 0.278
H15 1.219 3.468 1.300
H16 1.159 3.092 -1.711
H17 0.517 4.539 -0.951
H18 -0.683 5.131 0.400
H19 -1.889 6.157 2.008
H20 -3.592 5.264 3.419
H21 -4.541 3.132 3.244
H22 -4.027 1.405 1.871
H23 -3.065 -0.708 -0.721
H24 -4.145 0.332 0.159
H25 -3.915 -1.828 1.241
H26 -3.375 -0.539 2.301
Cl1 -0.268 0.614 -3.167
C23 0.467 -0.945 -3.549
C24 -0.394 -1.914 -4.024
C25 0.087 -3.186 -4.278
C26 1.428 -3.448 -4.027
C27 2.267 -2.454 -3.559
Cl2 3.925 -2.894 -3.269
C28 1.852 -1.115 -3.306
S1 2.885 0.127 -2.755
H27 -1.438 -1.670 -4.178
H28 -0.568 -3.963 -4.651
H29 1.837 -4.436 -4.196

Atoms 1-2, force components in eV/Å:
-0.066 -0.101 -0.636
-0.080 -0.049 -0.040

## Properties
Relative energy (zero: lowest compared OMol25 entry of this formula, charge and spin) (kcal per mole): 3.7
Charge: -1
HOMO (spin up / spin down) (eV): -2.19 / -4.10
Multiplicity: 3
LUMO (spin up / spin down) (eV): 2.62 / 2.61

Mulliken population analysis, charges in e, atoms 1 to 8:
1 Ti -0.24
2 C -0.65
3 C -0.78
4 C -1.29
5 N 0.98
6 C 0.61
7 C -0.48
8 C -0.72

Record 4
The following is a quantum chemistry calculation of a molecular structure, C17H14IIr at a distorted geometry, from the Open Molecules 2025 dataset.

Geometry (Å):
Ir1 0.011 1.623 -0.328
C1 1.879 0.432 2.218
C2 1.529 1.565 1.306
C3 0.487 2.469 1.611
C4 0.260 3.628 0.818
C5 0.964 3.829 -0.347
C6 1.904 2.850 -0.758
C7 2.187 1.768 0.074
H1 2.945 0.214 2.150
H2 1.332 -0.471 1.954
H3 1.636 0.685 3.248
H4 -0.153 2.330 2.472
H5 -0.536 4.322 1.053
H6 0.712 4.661 -0.990
H7 2.394 2.931 -1.719
H8 2.951 1.069 -0.234
I1 -2.391 1.467 -0.854
C8 -2.442 -0.601 -0.739
C9 -3.611 -1.321 -0.821
C10 -3.538 -2.717 -0.808
C11 -2.314 -3.339 -0.763
C12 -1.113 -2.596 -0.700
C13 0.138 -3.234 -0.710
C14 1.300 -2.484 -0.694
C15 1.241 -1.104 -0.600
C16 0.030 -0.371 -0.550
C17 -1.159 -1.177 -0.653
H9 -4.574 -0.831 -0.898
H10 -4.450 -3.296 -0.854
H11 -2.256 -4.420 -0.787
H12 0.185 -4.316 -0.752
H13 2.262 -2.974 -0.748
H14 2.189 -0.590 -0.599

Atoms 1-2, force components in eV/Å:
2.082 -0.732 0.328
0.007 -0.062 0.056

## Properties
Relative energy (zero: lowest compared OMol25 entry of this formula, charge and spin) (kcal per mole): 0.0
Charge: +2
HOMO (spin up / spin down) (eV): -15.16 / -15.13
LUMO (spin up / spin down) (eV): -9.48 / -9.58

Mulliken population analysis, charges in e, atoms 1 to 8:
1 Ir 0.93
2 C -1.53
3 C 0.61
4 C -0.19
5 C -0.81
6 C -0.42
7 C -0.71
8 C -0.39

Record 5
The following is a quantum chemistry calculation of a molecular structure, C7H12BeO5P2S at a distorted geometry, from the Open Molecules 2025 dataset.

Geometry (Å):
C1 1.349 -2.191 1.419
C2 0.705 -1.212 1.181
C3 -0.328 -0.276 0.783
P1 0.354 0.916 -0.498
C4 -0.405 0.400 -2.191
C5 2.137 0.772 -0.618
C6 2.622 -0.198 -1.732
O1 -1.387 -0.955 0.091
S1 -2.342 -1.680 1.235
O2 -1.767 -2.873 1.707
O3 -3.683 -1.700 0.804
O4 -2.173 -0.444 2.274
C7 -1.031 0.349 1.989
P2 -1.243 2.157 1.745
O5 0.148 2.683 1.810
H1 1.852 -3.111 1.609
H2 -1.462 0.637 -2.189
H3 0.099 0.974 -2.968
H4 -0.232 -0.677 -2.356
H5 2.485 1.780 -0.861
H6 2.571 0.516 0.346
H7 3.553 -0.642 -1.391
H8 2.865 0.338 -2.643
H9 1.948 -1.022 -1.943
H10 -0.390 0.253 2.866
H11 -2.085 2.661 2.749
H12 -1.808 2.393 0.471
Be1 -2.349 0.153 -3.689

Atoms 1-2, force components in eV/Å:
0.110 -0.246 -0.035
-0.065 0.065 -0.415

## Properties
Charge: +2
HOMO (eV): -16.15
LUMO (eV): -12.45

Mulliken population analysis, charges in e, atoms 1 to 8:
1 C 0.16
2 C -1.76
3 C 1.48
4 P 0.21
5 C -1.44
6 C -0.58
7 C -1.14
8 O -0.28

Record 6
The following is a quantum chemistry calculation of a molecular structure, C4H8S at a distorted geometry, from the Open Molecules 2025 dataset.

Geometry (Å):
C1 -2.134 0.447 -0.972
C2 -0.788 -0.492 -0.958
C3 1.284 -0.284 0.833
C4 2.466 0.150 1.419
H1 -2.690 0.249 0.172
H2 -1.463 1.824 -0.671
H3 -2.584 0.480 -2.475
H4 -0.119 -0.365 -1.909
H5 -0.759 -1.525 -0.298
H6 1.007 -1.493 0.865
H7 2.840 -0.895 1.981
H8 2.911 1.246 1.943
S1 0.029 0.658 0.070

Atoms 1-2, force components in eV/Å:
1.489 1.373 -0.695
-0.147 0.304 0.128

## Properties
Relative energy (zero: lowest compared OMol25 entry of this formula, charge and spin) (kcal per mole): 180.6
Charge: 0
HOMO (eV): -8.25
LUMO (eV): 0.47

Mulliken population analysis, charges in e, atoms 1 to 8:
1 C -0.86
2 C -0.29
3 C -0.07
4 C -0.50
5 H 0.29
6 H 0.23
7 H 0.26
8 H 0.27

Record 7
The following is a quantum chemistry calculation of a single C4H8F2 molecule at a distorted geometry, from the Open Molecules 2025 dataset.

Geometry (Å):
C1 0.021 1.314 0.556
C2 0.180 0.099 -0.340
C3 1.389 -0.833 -0.143
C4 -1.279 -0.525 -0.203
H1 -0.230 2.253 0.049
H2 -0.674 1.011 1.283
H3 0.928 1.508 1.082
H4 0.083 0.501 -1.379
H5 1.086 -1.806 -0.794
H6 1.472 -1.045 0.902
H7 2.301 -0.467 -0.494
H8 -1.334 -1.523 -0.708
F1 -1.822 -0.805 1.017
F2 -2.123 0.319 -0.828

Atoms 1-2, force components in eV/Å:
1.481 0.564 -0.315
-2.051 0.783 -0.664

## Properties
Relative energy (zero: lowest compared OMol25 entry of this formula, charge and spin) (kcal per mole): 26.9
SMILES: CC(C)C(F)F
Charge: 0
HOMO (eV): -11.10
LUMO (eV): 1.04

Mulliken population analysis, charges in e, atoms 1 to 8:
1 C -1.29
2 C 0.49
3 C -1.29
4 C 0.07
5 H 0.27
6 H 0.37
7 H 0.41
8 H 0.22

Record 8
The following is a quantum chemistry calculation of a single C3H6N3P molecule at a distorted geometry, from the Open Molecules 2025 dataset.

Geometry (Å):
C1 -0.037 -0.995 -0.044
C2 1.301 -0.261 0.205
C3 -2.355 0.275 -0.074
N1 0.946 1.079 0.353
N2 -0.318 1.237 0.244
N3 -0.910 0.051 0.005
P1 3.026 -0.757 0.091
H1 -0.157 -2.114 -0.332
H2 -2.399 1.382 -0.055
H3 -2.947 -0.167 -1.000
H4 -2.804 -0.063 0.882
H5 3.345 0.400 0.858
H6 3.310 -0.066 -1.134

Atoms 1-2, force components in eV/Å:
3.811 1.406 0.169
-5.156 -0.344 -1.037

## Properties
Relative energy (zero: lowest compared OMol25 entry of this formula, charge and spin) (kcal per mole): 64.4
SMILES: Cn1cc(P)nn1
Charge: 0
HOMO (eV): -9.08
LUMO (eV): 0.83

Mulliken population analysis, charges in e, atoms 1 to 8:
1 C -0.10
2 C 0.05
3 C -0.76
4 N -0.42
5 N -0.40
6 N 0.51
7 P -0.21
8 H 0.33

Record 9
The following is a quantum chemistry calculation of 2 unconnected molecules or ions with the total composition H4NO2SSi at a distorted geometry, from the Open Molecules 2025 dataset.

Geometry (Å):
N1 0.365 -0.716 1.127
O1 -1.966 -1.225 -1.849
O2 0.463 -0.900 -2.186
Si1 0.183 0.946 1.028
S1 -0.603 -1.447 -1.348
H1 1.217 -1.095 0.746
H2 0.455 1.571 -0.416
H3 -1.293 1.050 1.085
H4 1.178 1.817 1.813

Atoms 1-2, force components in eV/Å:
-0.488 -0.118 -0.393
1.130 0.262 0.640

## Properties
Relative energy (zero: lowest compared OMol25 entry of this formula, charge and spin) (kcal per mole): 39.0
Charge: -1
HOMO (spin up / spin down) (eV): -3.53 / -3.53
LUMO (spin up / spin down) (eV): 3.58 / 3.58

Mulliken population analysis, charges in e, atoms 1 to 8:
1 N -0.66
2 O -0.48
3 O -0.42
4 Si 0.20
5 S 0.62
6 H 0.18
7 H -0.13
8 H -0.14

Record 10
The following is a quantum chemistry calculation of a single C5H4ClNO2 molecule at a distorted geometry, from the Open Molecules 2025 dataset.

Geometry (Å):
C1 -2.274 -0.168 0.058
C2 -0.794 -0.036 -0.171
C3 0.279 -0.897 -0.151
C4 1.462 -0.037 -0.123
C5 0.964 1.348 -0.091
H1 -2.495 -2.141 -0.155
H2 0.232 -1.869 -0.172
H3 1.377 2.249 0.406
H4 -1.038 2.022 0.069
N1 -0.320 1.278 -0.106
O1 -2.968 -1.296 0.089
O2 -2.895 0.870 0.119
Cl1 3.132 -0.415 0.106

Atoms 1-2, force components in eV/Å:
0.665 1.704 -1.332
-0.590 0.338 0.700

## Properties
Relative energy (zero: lowest compared OMol25 entry of this formula, charge and spin) (kcal per mole): 0.0
SMILES: O=C(O)c1cc(Cl)c[nH]1
Charge: 0
HOMO (eV): -8.55
LUMO (eV): 0.41

Mulliken population analysis, charges in e, atoms 1 to 8:
1 C 0.72
2 C -0.04
3 C -0.51
4 C 0.06
5 C -0.43
6 H 0.33
7 H 0.55
8 H 0.32

Record 11
The following is a quantum chemistry calculation of a molecular structure, C24H28AuN4O3S at a distorted geometry, from the Open Molecules 2025 dataset.

Geometry (Å):
Au1 0.118 0.107 -0.250
C1 -0.942 -6.627 1.815
C2 -0.154 -6.338 0.528
C3 -0.844 -7.072 -0.625
C4 1.283 -6.870 0.647
C5 -0.106 -4.841 0.303
C6 -0.627 -4.236 -0.842
C7 -0.514 -2.866 -0.994
N1 0.049 -2.098 -0.081
C8 0.543 -2.624 1.048
C9 0.477 -3.999 1.253
C10 1.104 -1.655 2.005
C11 1.617 -1.995 3.249
C12 2.125 -1.024 4.117
C13 2.071 0.295 3.670
C14 1.542 0.572 2.423
N2 1.083 -0.368 1.614
C15 2.736 -1.424 5.446
C16 3.236 -0.217 6.245
C17 1.707 -2.174 6.306
C18 3.942 -2.333 5.155
H1 -0.994 -7.702 1.964
H2 -1.957 -6.246 1.728
H3 -0.478 -6.185 2.693
H4 -0.845 -8.140 -0.421
H5 -0.321 -6.915 -1.565
H6 -1.879 -6.757 -0.729
H7 1.264 -7.953 0.741
H8 1.797 -6.466 1.515
H9 1.857 -6.617 -0.241
H10 -1.116 -4.806 -1.614
H11 -0.882 -2.358 -1.874
H12 0.870 -4.422 2.162
H13 1.621 -3.030 3.548
H14 2.441 1.114 4.263
H15 1.480 1.583 2.046
H16 2.419 0.450 6.509
H17 3.993 0.337 5.695
H18 3.691 -0.565 7.171
H19 0.847 -1.540 6.513
H20 2.161 -2.442 7.258
H21 1.360 -3.089 5.832
H22 4.662 -1.814 4.527
H23 3.651 -3.252 4.653
H24 4.429 -2.596 6.091
O1 -1.279 3.876 1.077
C19 -1.072 2.718 0.788
O2 -0.064 2.256 0.190
C20 -2.157 1.692 1.234
C21 -3.305 2.137 1.882
C22 -4.227 1.184 2.282
C23 -3.976 -0.157 2.034
C24 -2.804 -0.502 1.382
N3 -1.936 0.418 1.004
H25 -3.445 3.193 2.055
H26 -5.134 1.482 2.784
H27 -4.670 -0.921 2.341
H28 -2.556 -1.531 1.164
O3 -2.237 0.015 -3.829
S1 -1.207 0.884 -3.301
N4 -0.452 0.296 -2.144

Atoms 1-2, force components in eV/Å:
0.314 -0.222 1.086
0.061 0.074 -0.158

## Properties
Relative energy (zero: lowest compared OMol25 entry of this formula, charge and spin) (kcal per mole): 38.9
Charge: +1
HOMO (eV): -11.97
LUMO (eV): -5.72

Mulliken population analysis, charges in e, atoms 1 to 8:
1 Au 1.29
2 C -1.58
3 C 1.82
4 C -2.22
5 C -1.59
6 C 0.35
7 C -0.34
8 C -0.97

Record 12
The following is a quantum chemistry calculation of 3 unconnected molecules or ions with the total composition C2H6N2O2S at a distorted geometry, from the Open Molecules 2025 dataset.

Geometry (Å):
C1 -0.579 1.789 -0.031
C2 -0.736 -1.055 0.656
N1 -1.161 2.515 -0.721
N2 -0.411 -1.369 -0.544
O1 2.366 -0.824 -0.443
O2 1.916 1.522 0.759
S1 2.496 0.785 -0.665
H1 -1.730 -1.125 1.119
H2 0.016 -0.684 1.312
H3 -1.406 3.180 -1.426
H4 0.987 1.453 0.633
H5 1.367 -1.142 -0.502
H6 -1.148 -1.536 -1.154

Atoms 1-2, force components in eV/Å:
-0.784 0.284 -0.106
-0.499 -0.736 -1.319

## Properties
Relative energy (zero: lowest compared OMol25 entry of this formula, charge and spin) (kcal per mole): 86.0
Charge: 0
HOMO (eV): -7.92
LUMO (eV): 0.64

Mulliken population analysis, charges in e, atoms 1 to 8:
1 C -0.19
2 C -0.34
3 N -0.10
4 N -0.44
5 O -0.48
6 O -0.52
7 S 0.13
8 H 0.29

Let's list E_tot in order: -51790.0149, -177331.7454, -94464.1152, -28778.6599, -47477.9236, -15104.5527, -9712.0346, -16964.5634, -24362.6639, -23356.5354, -51965.3342, -20078.3568 eV.